Record 1
Molecular formula: C22H64O10
Method: DFT, the ωB97M-V functional and the def2-TZVPD basis

Structure (XYZ):
```
96
Properties=species:S:1:pos:R:3:forces:R:3:mulliken_charge:R:1
C 1.4590 -6.2132 1.9763 -0.3 0.3 -0.3 -1.37
C -0.0570 -5.9852 1.9713 4.2 5.0 6.0 0.15
C -0.3770 -4.4822 1.7493 -0.3 -0.3 1.1 0.12
O -0.5870 -6.5212 1.0003 -4.8 -6.4 -9.0 -0.55
H 1.8940 -5.7412 2.8673 0.0 -0.4 -0.2 0.32
H 1.8540 -5.7132 1.1043 0.4 0.2 -0.3 0.28
H 1.6840 -7.2822 1.8623 0.0 0.3 0.4 0.38
H -0.3750 -6.4842 2.8783 -0.6 0.7 1.2 0.32
H -1.4650 -4.3412 1.5233 0.9 0.0 0.6 -0.89
H 0.1610 -4.0802 0.9033 0.2 -0.4 -0.4 0.07
H -0.0290 -3.9302 2.5823 -0.2 1.1 1.1 0.72
H -1.5560 -6.4822 1.0263 0.5 -0.1 -0.1 0.39
C 2.9630 -2.7592 1.3003 -1.1 1.6 -0.1 -1.69
C 3.0030 -1.4662 0.4023 4.8 0.0 7.7 2.76
C 4.4110 -1.1632 -0.0167 1.3 0.4 0.7 -1.92
O 2.2330 -1.5862 -0.5557 -5.7 -2.1 -7.9 -0.63
H 3.4310 -3.5532 0.7993 0.3 -1.3 -0.9 0.61
H 1.9640 -3.0192 1.6883 0.2 0.1 -0.8 -0.08
H 3.5100 -2.6262 2.1803 1.2 0.5 1.5 0.50
H 2.6690 -0.6242 1.0083 0.1 0.1 0.7 -0.89
H 4.8570 -1.9332 -0.5917 0.1 -1.1 -0.8 0.46
H 5.0770 -1.0702 0.8353 0.1 0.2 0.4 0.40
H 4.5340 -0.2592 -0.5957 -0.3 0.3 -0.2 0.28
H 1.6850 -0.8272 -0.6597 -0.9 1.1 -0.3 -0.25
C 0.1830 4.1208 -0.8777 2.4 0.6 -1.1 -1.07
C 0.4190 4.8708 -2.2147 -6.2 3.8 4.5 0.07
C 0.7920 6.3538 -2.0807 -1.8 0.6 2.4 -1.49
O 1.2510 4.3198 -2.9547 6.1 -4.7 -5.6 -0.38
H 0.1970 3.0468 -0.9397 -0.3 -0.4 -0.5 0.17
H -0.5760 4.4618 -0.2767 -2.4 0.8 1.0 0.70
H 1.0400 4.3938 -0.2937 0.9 -0.1 0.6 0.30
H -0.5070 4.8258 -2.7827 -0.7 0.2 0.1 0.31
H 0.2030 6.8738 -1.2617 0.6 -0.5 -1.0 0.31
H 0.6620 6.8818 -2.9827 -0.7 0.5 -1.3 0.44
H 1.8180 6.5718 -1.8877 1.2 -0.5 0.7 0.41
H 2.1350 4.4278 -2.6307 0.9 0.0 0.1 0.33
C -0.2280 -0.6992 1.8213 0.0 0.1 -0.1 -0.75
C -0.1570 0.6188 1.0993 -4.9 1.2 4.5 1.43
C -0.1030 1.8238 2.0483 0.3 0.1 0.3 -1.51
O 0.7600 0.7538 0.2503 7.4 0.3 -5.9 1.39
H 0.7630 -0.9982 2.1343 0.2 0.0 0.6 0.23
H -0.5360 -1.4432 1.0903 -0.3 -0.3 0.2 -0.60
H -0.9530 -0.5752 2.6443 0.4 -0.6 -0.2 0.60
H -1.0700 0.6728 0.5193 -1.3 0.3 0.2 -0.58
H 0.0290 2.7998 1.5353 -0.3 -0.7 0.0 0.02
H 0.6990 1.7898 2.8133 -0.3 -0.4 -0.4 0.37
H -1.0410 1.7728 2.5333 -0.9 0.6 1.0 0.49
H 1.3500 1.5248 0.4123 -0.3 -0.6 -0.4 -0.70
C -4.2430 3.8478 1.4593 1.2 -0.2 -0.1 -1.70
C -3.5040 2.5288 1.0993 3.2 6.0 7.4 1.80
C -3.6960 1.5858 2.1943 0.2 -1.5 3.2 -1.67
O -3.8650 2.0088 0.0563 -4.0 -4.9 -10.5 -0.45
H -3.6080 4.2668 2.2283 -0.3 0.5 0.5 0.41
H -5.2170 3.6008 1.8453 -0.5 0.2 0.2 0.42
H -4.2900 4.5778 0.6473 -0.1 -0.3 -0.1 0.37
H -2.4470 2.7968 0.9313 0.1 0.0 0.6 -0.73
H -3.2430 0.6078 1.9823 0.0 0.2 -0.1 0.23
H -4.7730 1.4098 2.4023 0.4 0.1 -0.3 0.56
H -3.2840 1.9068 3.1693 -0.1 0.0 -0.4 0.37
H -4.7070 1.5508 0.1693 -0.1 -0.1 -0.3 0.34
C 2.4810 1.1148 -2.6697 0.3 -0.2 1.0 -1.35
C 1.3460 0.4458 -3.4137 -4.0 5.9 7.9 1.46
C 0.4590 1.5138 -4.0057 -0.5 2.1 0.5 -1.55
O 1.7200 -0.2322 -4.3527 5.5 -6.8 -9.9 -0.57
H 3.0050 1.7948 -3.3047 0.6 0.1 -1.1 0.66
H 3.1970 0.4418 -2.1757 -0.3 0.0 -0.4 0.13
H 2.1450 1.8088 -1.9297 -0.7 0.1 0.8 0.11
H 0.7840 -0.2852 -2.8677 -0.8 0.5 2.5 -0.10
H 1.1920 2.0088 -4.6317 -0.2 0.5 -0.5 0.48
H 0.0070 2.2968 -3.3767 0.4 -0.4 0.2 -0.01
H -0.3550 1.1858 -4.6237 -0.2 -0.8 -0.4 0.31
H 1.1600 -0.9842 -4.3787 -0.1 -1.1 -1.0 0.49
C -1.8460 -0.1382 -2.1977 -1.3 0.7 -1.2 0.73
O -3.2120 0.3358 -2.2047 0.5 -0.9 -0.2 -0.67
H -1.7740 -0.6852 -3.1697 0.5 0.6 0.8 0.29
H -1.6010 -0.8222 -1.4087 -0.2 -0.4 0.6 -0.34
H -1.1970 0.7288 -2.0857 0.4 -0.2 -0.4 -0.27
H -3.3280 0.9948 -1.5237 0.2 0.3 0.4 0.40
C -1.7380 -3.3742 -1.0087 0.9 -0.2 0.6 0.07
O -1.9110 -3.3312 -2.3917 -1.3 0.1 -0.9 -0.55
H -1.3240 -4.3762 -0.7627 -0.6 0.6 0.4 0.43
H -2.6490 -3.0802 -0.4257 0.5 -0.6 -0.9 0.14
H -0.9860 -2.6252 -0.7607 0.2 -0.1 0.5 -0.48
H -1.0550 -3.2872 -2.8127 0.2 -0.1 0.0 0.34
C -3.2510 -2.4732 2.6163 2.0 -2.5 -0.1 -0.25
O -3.9200 -3.7082 2.3703 -0.8 0.5 0.2 -0.59
H -2.6480 -2.2002 1.7763 0.4 0.3 -0.6 -0.13
H -2.5750 -2.6172 3.4583 0.2 0.1 0.2 0.29
H -3.8660 -1.6872 2.8503 -2.1 1.5 0.4 0.44
H -3.4060 -4.2362 1.7623 0.2 0.0 -0.1 0.30
C 3.8180 2.0458 1.0013 0.9 0.5 -1.3 -0.89
O 2.7470 2.6738 0.2923 0.1 0.7 -0.4 -0.54
H 4.6240 1.7758 0.2933 -0.3 0.1 0.4 0.30
H 3.4930 1.1438 1.4813 -0.6 -0.3 0.0 0.27
H 4.2120 2.6968 1.7563 0.3 0.5 0.5 0.39
H 3.0530 3.3998 -0.3147 -0.2 -1.3 1.1 0.29
```
Positions in Å, forces in eV/Å.

Structure (SMILES)   CC(C)O.CC(C)O.CC(C)O.CC(C)O.CC(C)O.CC(C)O.CO.CO.CO.CO
E_HOMO   -9.5 eV
Molecular weight   488.7 g/mol
Energy above the lowest of the compared OMol25 structures with the same formula, charge and spin   8.552 eV


Record 2
Molecular formula: C22H66N6O13
Method: DFT, the ωB97M-V functional and the def2-TZVPD basis

Structure (XYZ):
```
107
Properties=species:S:1:pos:R:3:forces:R:3:mulliken_charge:R:1
N -2.3258 -2.3575 -2.9884 -0.2 -0.5 0.5 -0.42
H -3.0536 -1.7178 -2.7037 -0.5 0.7 0.0 0.31
H -2.0263 -2.8092 -2.1361 0.6 -0.1 0.7 0.37
H -1.5555 -1.8813 -3.4356 0.5 0.3 -0.1 0.32
H -2.6999 -3.1015 -3.5599 -0.2 -0.1 -0.5 0.40
N -0.2592 0.4293 0.4682 0.9 -1.5 0.5 0.93
O -0.6833 -0.2856 1.3863 0.1 -0.2 1.2 -0.64
O -1.0008 0.6188 -0.4847 -1.5 0.9 -2.3 -0.65
O 0.9119 0.8313 0.4448 0.3 0.4 0.2 -0.63
C 3.7361 -4.4185 1.3776 1.7 1.6 0.2 -0.68
C 2.4818 -5.1179 1.0090 0.3 -1.6 0.3 -0.01
O 2.0028 -5.6588 2.1932 -1.7 -0.9 1.6 -0.54
O 3.9267 -3.2394 0.6453 0.6 0.5 -0.7 -0.49
H 4.6665 -4.9859 1.3551 -0.1 -0.6 -1.3 0.37
H 3.8671 -4.1910 2.4355 -1.3 0.3 0.5 0.32
H 2.6753 -5.9765 0.3660 0.2 0.2 -0.7 0.17
H 1.6753 -4.5416 0.5557 0.4 0.5 0.2 0.26
H 2.7232 -6.0053 2.7247 0.0 0.0 -0.1 0.29
H 3.3221 -2.5740 0.9819 -0.1 0.1 0.0 0.31
C -3.3122 -3.1986 7.6503 2.1 1.0 -0.6 -0.33
C -2.6608 -2.2747 6.5890 -3.5 0.0 -1.8 -0.37
O -1.6347 -2.8569 5.8616 1.9 -0.6 0.4 -0.52
O -4.6972 -2.8986 7.8402 1.2 -0.4 0.0 -0.50
H -2.6659 -3.0421 8.5139 -0.6 0.0 0.9 0.26
H -3.0918 -4.2238 7.3528 -0.5 -0.2 -0.3 0.29
H -2.5708 -1.2150 6.8277 0.8 -0.1 0.9 0.33
H -3.4070 -2.2072 5.7973 -1.1 0.2 0.3 0.22
H -1.6759 -2.4844 4.9778 0.3 0.0 0.0 0.31
H -4.9413 -3.5462 8.5055 -0.5 0.1 0.1 0.31
C 2.6275 -0.5201 -4.9888 1.8 1.6 0.2 -0.36
C 4.1542 -0.5114 -4.4675 -0.9 -0.6 1.5 -0.48
O 4.6053 -1.7720 -3.9476 0.1 0.0 -1.1 -0.51
O 1.6530 -0.7985 -3.9855 0.4 -0.7 -0.4 -0.47
H 2.4664 -1.0881 -5.9051 0.1 -0.7 0.5 0.31
H 2.4337 0.4999 -5.3206 0.2 0.4 -0.1 0.25
H 4.3223 0.1961 -3.6554 -1.1 0.4 0.5 0.30
H 4.9473 -0.0876 -5.0836 -0.5 -0.7 -1.2 0.36
H 4.2157 -1.9833 -3.0961 -0.3 0.4 0.0 0.29
H 1.6841 -0.0703 -3.3606 0.0 0.1 0.3 0.31
C 6.5187 1.6665 2.8802 -0.4 -0.8 -0.5 -1.38
C 7.3236 2.4782 3.9007 -1.2 -1.6 -1.7 0.57
C 8.1899 3.5752 3.3088 -0.6 -0.2 1.3 -0.76
O 9.2242 3.0864 2.4678 -2.8 1.0 0.4 -0.34
C 10.3606 2.6589 3.1261 1.8 -0.1 -1.9 -0.74
N 6.2335 2.8677 4.8115 2.1 0.0 0.2 -0.70
H 6.0935 0.8325 3.4385 0.2 -0.3 -0.1 0.34
H 6.9490 1.2959 1.9498 0.7 0.0 0.3 0.33
H 5.6101 2.1611 2.5369 0.0 0.7 0.1 0.34
H 8.0247 1.7948 4.3798 -0.1 -0.2 0.4 0.26
H 8.5937 4.0449 4.2057 0.7 0.4 0.0 0.35
H 7.5284 4.3379 2.8979 0.4 0.0 -1.0 0.32
H 10.5224 1.5822 3.0743 -0.6 -0.3 0.8 0.27
H 10.5910 3.1293 4.0820 -0.2 -0.1 0.1 0.34
H 11.0562 2.9729 2.3479 1.2 0.2 0.6 0.26
H 6.7085 3.5143 5.4249 -1.0 0.7 0.5 0.26
H 5.5167 3.2703 4.2247 -0.1 0.6 0.4 0.28
C -5.7457 1.7435 0.2100 -1.4 -0.8 -1.2 -1.35
C -6.0669 1.8477 -1.3021 -0.4 0.5 1.2 0.20
C -5.7405 3.2418 -1.7141 0.5 0.9 -1.5 -0.76
O -5.6456 3.2971 -3.1872 -0.4 0.0 2.0 -0.33
C -5.6020 4.6135 -3.6457 0.0 0.0 -1.6 -0.80
N -5.3413 0.8801 -2.0597 1.1 -0.5 -0.7 -0.75
H -6.1801 0.7864 0.4987 0.4 -0.1 0.4 0.33
H -6.3491 2.4940 0.7207 0.6 0.2 0.3 0.39
H -4.6676 1.7615 0.3696 -0.2 0.2 0.3 0.36
H -7.1226 1.6763 -1.5122 -0.2 0.0 0.3 0.34
H -4.7826 3.6068 -1.3434 0.4 -0.3 0.2 0.37
H -6.4600 3.9256 -1.2637 -0.5 0.3 -0.5 0.43
H -5.3134 4.5635 -4.6956 0.1 -0.2 -0.2 0.27
H -4.8319 5.2459 -3.2040 -0.2 0.1 0.6 0.31
H -6.6029 5.0419 -3.6976 0.0 0.4 0.6 0.30
H -5.5289 1.1029 -3.0268 -0.5 -0.2 -0.4 0.41
H -4.4070 1.2617 -2.0206 0.9 -0.5 0.3 0.28
C 0.1381 6.5577 -4.0490 -0.7 0.6 -0.8 -1.44
C 0.7309 5.3656 -4.7893 -0.6 0.4 -1.0 0.32
C 1.8000 5.7951 -5.9297 -0.6 0.4 1.2 -0.79
O 1.5752 7.1293 -6.3897 -0.9 -0.2 0.0 -0.28
C 2.5348 7.5544 -7.3190 0.6 -1.9 -0.5 -0.83
N 1.2801 4.5034 -3.8016 1.7 -0.5 0.1 -0.59
H -0.6282 6.3205 -3.3110 0.3 -0.8 0.2 0.43
H -0.4399 7.2006 -4.7129 0.6 0.5 -0.2 0.31
H 0.9497 7.0599 -3.5225 -0.1 0.5 -0.2 0.39
H -0.0739 4.7432 -5.1805 -0.1 0.5 -1.0 0.29
H 1.8499 5.0833 -6.7538 -0.5 -0.1 -0.2 0.37
H 2.8057 5.7725 -5.5102 0.2 -0.1 0.5 0.37
H 2.2570 8.4455 -7.8820 0.2 0.3 0.8 0.27
H 2.7039 6.7954 -8.0828 -0.8 -0.4 -0.7 0.32
H 3.5304 7.4182 -6.8968 0.4 1.4 0.6 0.35
H 1.5634 5.1333 -3.0646 0.1 -0.9 0.7 0.25
H 0.6489 3.7651 -3.5248 0.1 0.4 0.4 0.26
C -4.7170 -7.2585 0.5435 0.7 0.5 0.2 -1.37
C -4.4615 -5.8308 1.0788 0.8 -1.8 -1.2 0.26
C -4.7273 -5.7997 2.5968 0.2 -0.8 -0.7 -0.56
O -5.9809 -6.4010 2.7959 -2.6 0.7 0.8 -0.29
C -6.5733 -6.2395 4.1249 2.3 -0.6 0.3 -0.83
N -3.0305 -5.4405 0.7096 -1.9 0.7 1.0 -0.70
H -4.0188 -7.8885 1.0945 -0.6 -0.6 0.4 0.32
H -4.3937 -7.4334 -0.4827 -0.1 0.6 -0.3 0.39
H -5.7844 -7.4696 0.6084 0.3 -0.5 0.4 0.32
H -5.2124 -5.2610 0.5315 0.4 0.9 0.2 0.26
H -4.5776 -4.7802 2.9521 -0.5 0.2 0.4 0.37
H -4.0380 -6.4743 3.1046 0.8 0.2 0.0 0.35
H -6.7563 -5.2137 4.4449 -0.1 0.1 -0.5 0.30
H -5.8136 -6.6551 4.7868 0.5 0.4 0.5 0.31
H -7.3782 -6.9053 4.4364 -0.6 0.1 -1.4 0.30
H -2.8736 -4.7470 1.4269 0.6 1.0 -0.2 0.28
H -2.3818 -6.1388 1.0437 -0.1 -0.8 -0.2 0.28
```
Positions in Å, forces in eV/Å.

E_HOMO   -7.1 eV
Molecular weight   622.8 g/mol
Energy above the lowest of the compared OMol25 structures with the same formula, charge and spin   8.207 eV